Below is one molecule with the formula C2H4N2S2 in a non-equilibrium geometry, with properties calculated with ωB97M-V/def2-TZVPD.

Properties
- energy above the lowest of the compared OMol25 structures with the same formula, charge and spin (kcal/mol) = 78.1
- Kohn-Sham gap (spin up / spin down) (eV) = 8.03 / 5.58

Element x y z (Å)
C -0.919 0.324 -0.093
C 0.246 -0.260 0.741
N -1.544 -0.501 -0.837
N 1.374 -0.437 -0.198
S -1.173 2.014 0.079
S 2.646 0.585 -0.105
H 0.710 0.202 1.609
H -0.217 -1.126 1.207
H -2.310 -0.020 -1.287
H 1.186 -0.781 -1.118


Below is a 2-piece molecular cluster, C3H11N3O overall in a non-equilibrium geometry, with properties calculated with ωB97M-V/def2-TZVPD.

Properties
- energy above the lowest of the compared OMol25 structures with the same formula, charge and spin (kcal/mol) = 45.1
- SMILES string = CN(N)C=O.CN
- Kohn-Sham gap (eV) = 9.87

Element x y z (Å)
C 0.223 0.742 -1.634
N 0.900 -0.295 -0.881
N 0.251 -1.540 -0.708
C 2.166 -0.119 -0.341
O 2.772 -0.967 0.305
H 0.322 1.694 -1.105
H 0.705 0.832 -2.612
H -0.836 0.499 -1.761
H 0.779 -2.050 0.014
H 0.405 -2.091 -1.556
H 2.578 0.884 -0.542
C -2.008 0.387 1.366
N -0.692 0.657 1.923
H -2.227 1.097 0.564
H -2.775 0.485 2.137
H -2.051 -0.627 0.957
H -0.508 -0.015 2.668
H -0.001 0.427 1.205


Below is one molecule with the formula C7H10 in a non-equilibrium geometry, with properties calculated with ωB97M-V/def2-TZVPD.

Properties
- energy above the lowest of the compared OMol25 structures with the same formula, charge and spin (kcal/mol) = 87.4
- SMILES string = C=CC(=C)/C=C/C
- Kohn-Sham gap (eV) = 8.66

Element x y z (Å)
C 2.090 1.321 -1.724
C 1.250 1.593 -0.724
C 0.688 0.748 0.381
C 1.400 -0.009 1.229
C -0.725 0.294 -0.006
C -1.427 -0.583 0.714
C -2.274 -1.758 0.264
H 2.085 1.741 -2.718
H 2.659 0.387 -1.603
H 0.709 2.550 -0.780
H 2.169 0.470 1.873
H 0.997 -0.947 1.587
H -1.074 0.871 -0.863
H -1.195 -0.448 1.796
H -3.357 -1.576 0.288
H -2.111 -2.544 0.993
H -1.884 -2.111 -0.705


Below is C47H39BrN7O8STi as an isolated structure in a non-equilibrium geometry, with properties calculated with ωB97M-V/def2-TZVPD.

Properties
- energy above the lowest of the compared OMol25 structures with the same formula, charge and spin (kcal/mol) = 25.9
- <S²> = 0.796
- spin multiplicity = 2
- Kohn-Sham gap (spin up / spin down) (eV) = 6.11 / 6.94

Element x y z (Å)
Ti 0.132 -0.142 -0.013
C 2.743 1.876 1.493
O 1.372 1.733 1.161
C 0.474 2.279 2.052
C 0.814 3.206 3.018
C -0.148 3.666 3.910
C -1.449 3.202 3.825
C -1.801 2.311 2.825
C -0.854 1.847 1.915
N -1.160 0.995 0.854
N -2.452 0.752 0.710
C -2.946 0.019 -0.302
C -2.190 -0.554 -1.361
O -0.887 -0.310 -1.433
C -2.810 -1.371 -2.322
C -4.150 -1.622 -2.276
C -4.971 -1.013 -1.289
C -6.365 -1.227 -1.251
C -7.152 -0.600 -0.322
C -6.568 0.256 0.624
C -5.210 0.449 0.635
C -4.381 -0.177 -0.313
H 3.110 2.863 1.199
H 2.902 1.728 2.561
H 3.289 1.109 0.952
H 1.822 3.589 3.095
H 0.128 4.383 4.671
H -2.191 3.533 4.539
H -2.815 1.953 2.732
H -2.176 -1.831 -3.068
H -4.601 -2.294 -2.995
H -6.805 -1.899 -1.978
H -8.222 -0.764 -0.314
H -7.195 0.760 1.348
H -4.743 1.088 1.371
C 7.379 -1.571 4.104
C 5.963 -1.577 3.595
C 5.587 -2.411 2.546
C 4.285 -2.414 2.072
C 3.338 -1.586 2.654
C 3.696 -0.749 3.699
C 5.002 -0.740 4.159
S 1.648 -1.587 2.064
O 1.092 -2.871 2.390
O 1.016 -0.417 2.631
N 1.803 -1.256 0.479
C 1.758 -2.261 -0.489
C 1.982 -3.630 -0.265
C 1.971 -4.484 -1.343
C 1.727 -3.982 -2.616
C 1.470 -2.633 -2.732
N 1.497 -1.779 -1.711
H 7.954 -2.376 3.651
H 7.401 -1.691 5.187
H 7.864 -0.623 3.864
H 6.323 -3.064 2.095
H 4.009 -3.056 1.246
H 2.933 -0.117 4.136
H 5.283 -0.074 4.966
H 2.084 -4.004 0.740
H 2.138 -5.543 -1.192
H 1.711 -4.628 -3.482
H 1.237 -2.193 -3.696
O -2.016 3.332 -6.160
C -3.019 3.286 -5.160
C -2.370 3.197 -3.807
C -3.014 3.666 -2.671
C -2.329 3.650 -1.469
N -1.093 3.182 -1.332
C -0.502 2.675 -2.402
C -1.091 2.681 -3.664
C 0.903 2.196 -2.279
C 1.797 2.836 -3.137
C 3.129 2.473 -3.179
C 4.118 3.183 -4.067
O 3.673 4.436 -4.539
C 3.518 1.422 -2.367
C 2.590 0.834 -1.539
N 1.299 1.198 -1.445
H -2.435 3.422 -7.019
H -3.670 2.414 -5.300
H -3.646 4.183 -5.192
H -4.021 4.060 -2.729
H -2.782 4.051 -0.569
H -0.561 2.298 -4.524
H 1.436 3.636 -3.769
H 4.298 2.579 -4.959
H 5.075 3.278 -3.540
H 3.497 5.013 -3.788
H 4.537 1.057 -2.380
H 2.887 0.014 -0.905
Br -3.520 -6.782 3.189
C -3.164 -4.946 2.898
C -3.729 -3.998 3.737
N -3.507 -2.698 3.589
C -2.710 -2.306 2.601
C -2.112 -3.194 1.708
C -2.347 -4.551 1.857
C -1.232 -2.674 0.609
O -1.035 -3.298 -0.413
O -0.750 -1.486 0.866
H -4.373 -4.293 4.557
H -2.532 -1.242 2.508
H -1.891 -5.257 1.177


Below is a 5-piece molecular cluster, C18H37FO14 overall in a non-equilibrium geometry, with properties calculated with ωB97M-V/def2-TZVPD.

Properties
- SMILES string = COCCOC[C@H](C)F.COC(=O)OC.COC(=O)OC.COC(=O)OC.COC(=O)OC
- Kohn-Sham gap (eV) = 10.50

Element x y z (Å)
C -1.740 1.833 -2.169
O -1.432 3.234 -2.248
C -2.321 3.965 -1.385
C -3.707 4.231 -2.094
O -4.788 4.416 -1.189
C -5.158 3.219 -0.525
C -5.696 2.098 -1.467
C -6.889 2.558 -2.349
F -6.099 1.026 -0.672
H -2.798 1.725 -1.832
H -1.063 1.286 -1.475
H -1.612 1.381 -3.179
H -2.421 3.482 -0.391
H -1.815 4.946 -1.234
H -3.909 3.484 -2.898
H -3.587 5.202 -2.626
H -6.006 3.491 0.148
H -4.369 2.824 0.162
H -4.897 1.746 -2.158
H -7.060 1.777 -3.124
H -6.733 3.559 -2.803
H -7.839 2.616 -1.769
C 0.304 -1.723 3.499
O -0.243 -1.200 2.289
C -1.449 -1.684 1.984
O -2.070 -2.486 2.623
O -1.842 -1.118 0.840
C -3.128 -1.546 0.389
H 1.279 -1.263 3.645
H -0.330 -1.471 4.350
H 0.437 -2.802 3.427
H -3.897 -1.287 1.115
H -3.130 -2.618 0.193
H -3.340 -1.023 -0.542
C 6.311 -2.228 1.955
O 5.061 -2.716 2.442
C 4.529 -3.692 1.701
O 5.008 -4.164 0.708
O 3.374 -4.050 2.264
C 2.688 -5.097 1.577
H 6.642 -1.445 2.634
H 7.058 -3.022 1.947
H 6.196 -1.801 0.959
H 3.291 -6.005 1.559
H 2.429 -4.788 0.564
H 1.770 -5.299 2.125
C 5.859 -8.365 6.934
O 6.466 -7.097 6.689
C 6.019 -6.484 5.591
O 5.185 -6.906 4.837
O 6.661 -5.321 5.478
C 6.276 -4.556 4.337
H 6.298 -8.764 7.846
H 4.785 -8.255 7.083
H 6.064 -9.055 6.116
H 5.219 -4.298 4.383
H 6.499 -5.100 3.417
H 6.858 -3.638 4.346
C -1.617 4.655 -4.805
O -1.003 5.922 -5.058
C -1.431 6.525 -6.168
O -2.254 6.100 -6.931
O -0.782 7.687 -6.283
C -1.146 8.443 -7.436
H -1.193 4.256 -3.877
H -2.693 4.770 -4.677
H -1.403 3.956 -5.615
H -2.203 8.705 -7.408
H -0.912 7.892 -8.347
H -0.559 9.359 -7.423


Below is C6H7LiO6Tl as an isolated structure in a non-equilibrium geometry, with properties calculated with ωB97M-V/def2-TZVPD.

Properties
- energy above the lowest of the compared OMol25 structures with the same formula, charge and spin (kcal/mol) = 67.9
- charge = +1
- Kohn-Sham gap (eV) = 8.92

Element x y z (Å)
Tl -0.938 -3.118 -2.102
O 0.381 -2.152 -0.551
O 1.168 -0.027 -1.338
C 0.900 0.406 -2.676
C -0.617 0.325 -2.750
O -0.897 -0.786 -1.892
C 0.153 -0.878 -0.952
H 1.292 1.420 -2.800
H 1.381 -0.277 -3.392
H -0.996 0.075 -3.745
H -1.099 1.225 -2.338
Li 0.296 2.175 5.372
O -0.785 0.633 4.706
O -0.629 0.076 2.552
C 0.070 0.154 1.390
C -0.266 -0.952 0.489
O 0.726 1.672 3.452
C -0.188 0.851 3.639
H 0.229 1.179 1.035
H -1.271 -1.346 0.679
H 1.090 -0.654 1.221


Below is an isolated ion of composition C4H10NO and charge -1 in a non-equilibrium geometry, with properties calculated with ωB97M-V/def2-TZVPD.

Properties
- energy above the lowest of the compared OMol25 structures with the same formula, charge and spin (kcal/mol) = 41.5
- charge = -1
- SMILES string = CCNCC[O-]
- Kohn-Sham gap (eV) = 6.94

Element x y z (Å)
C 0.220 0.334 1.764
C 0.722 1.214 0.555
N 1.056 0.535 -0.809
C -0.195 -0.062 -1.480
C -0.908 -1.475 -0.783
O -1.698 -1.238 0.272
H -0.685 -0.373 1.380
H 0.969 -0.279 2.261
H -0.141 1.094 2.533
H 1.645 1.841 0.613
H -0.152 1.940 0.402
H 1.520 -0.225 -0.456
H -0.881 0.798 -1.439
H 0.008 -0.335 -2.573
H -0.008 -2.054 -0.594
H -1.470 -1.712 -1.646


Below is C17H19ClN4O5S7SbW as an isolated structure in a non-equilibrium geometry, with properties calculated with ωB97M-V/def2-TZVPD.

Properties
- energy above the lowest of the compared OMol25 structures with the same formula, charge and spin (kcal/mol) = 25.7
- <S²> = 3.805
- spin multiplicity = 4
- charge = -2
- Kohn-Sham gap (spin up / spin down) (eV) = 5.45 / 5.59

Element x y z (Å)
W 0.991 -0.963 -0.590
S 2.554 0.779 -0.146
C 2.797 0.696 1.569
C 3.806 1.564 2.101
N 4.621 2.270 2.508
C 2.066 -0.091 2.403
S 0.760 -1.127 1.870
C 2.301 -0.088 3.813
N 2.452 -0.111 4.956
S 4.258 -1.409 -3.399
Sb 2.361 -2.324 -2.538
S 2.773 -2.637 -0.200
S 0.500 0.098 -2.761
N -0.357 -2.459 -0.556
C -1.268 -3.061 -0.190
N -2.112 -3.820 0.491
C -2.036 -3.693 1.960
C -2.753 -4.881 2.566
O -4.093 -4.995 2.097
C -4.135 -5.106 0.684
C -3.496 -3.908 0.013
H -2.495 -2.751 2.266
H -0.990 -3.681 2.261
H -2.813 -4.764 3.646
H -2.207 -5.803 2.329
H -5.186 -5.182 0.411
H -3.615 -6.022 0.371
H -4.040 -2.994 0.272
H -3.491 -4.023 -1.069
O -2.702 -0.759 0.860
Cl -2.323 0.093 -0.249
O -3.117 1.288 -0.230
O -2.506 -0.612 -1.482
O -0.906 0.490 -0.066
S 0.143 2.099 -2.467
C 1.603 2.894 -3.072
C 2.768 2.228 -3.437
C 3.861 2.958 -3.887
C 3.807 4.343 -3.977
C 2.642 5.006 -3.608
C 1.546 4.288 -3.159
H 2.834 1.148 -3.368
H 4.768 2.430 -4.161
H 4.670 4.899 -4.324
H 2.590 6.088 -3.670
H 0.631 4.796 -2.871
C -0.953 3.800 0.672
S 0.328 2.960 1.623
C -0.681 2.152 2.883
H -1.675 3.087 0.289
H -0.440 4.278 -0.162
H -1.447 4.558 1.285
H -1.397 2.864 3.299
H 0.000 1.821 3.667
H -1.198 1.288 2.468